Below is the molecule C4H7NO2, with properties calculated with the ωB97M-V functional and the def2-TZVPD basis.

Results
Gap between HOMO and LUMO = 7.71 eV
Strongest force on any atom = 0.007 hartree/bohr
Energy relative to the best compared isomer or geometry (same formula, charge and spin) = 408.9 kJ/mol
E = -9843.0413 eV

Last column: Mulliken charge in e.
Positions of all 14 atoms, in Å:
H  1.570  0.048  1.842  0.370
H  -1.091  -1.453  -1.135  0.290
C  0.059  -1.177  0.791  0.701
H  0.912  1.957  0.068  0.306
N  -0.306  0.485  -0.844  -0.175
C  0.823  -0.030  1.066  -0.990
O  0.084  -2.345  1.175  -0.716
H  -0.894  1.077  -1.433  0.344
C  -0.967  -0.744  -0.317  -0.409
H  -0.643  1.645  0.886  0.269
H  1.385  -0.269  -0.957  0.447
C  0.230  1.168  0.401  -0.354
H  -1.939  -0.476  0.116  0.287
O  0.777  0.115  -1.658  -0.371


Below is CH5PS2 as an isolated structure, with properties calculated with the ωB97M-V functional and the def2-TZVPD basis.

Results
Gap between HOMO and LUMO = 7.19 eV
Strongest force on any atom = 0.067 hartree/bohr
Energy relative to the best compared isomer or geometry (same formula, charge and spin) = 230.5 kJ/mol
E = -32075.6678 eV

Last column: Mulliken charge in e.
Positions of all 9 atoms, in Å:
S  2.123  -1.091  -0.041  -0.180
H  -0.581  -0.892  0.656  0.239
S  1.955  0.909  0.140  -0.179
C  -1.238  -0.248  -0.024  -0.969
H  -2.217  -0.323  0.230  0.394
H  -1.323  -0.745  -0.976  0.353
H  -1.099  2.026  1.201  0.082
P  -0.669  1.503  -0.172  0.091
H  3.049  -1.139  -1.015  0.168


Below is the molecule C3H8NO2P, with properties calculated with the ωB97M-V functional and the def2-TZVPD basis.

Results
Gap between HOMO and LUMO = 10.61 eV
Strongest force on any atom = 0.097 hartree/bohr
Energy relative to the best compared isomer or geometry (same formula, charge and spin) = 87.0 kJ/mol
E = -18114.1801 eV

Last column: Mulliken charge in e.
Positions of all 15 atoms, in Å:
O  -0.752  -1.932  2.528  -0.482
C  1.122  1.401  -0.767  -0.542
N  0.179  2.092  -1.655  -0.597
H  1.263  2.009  0.098  0.265
C  -0.357  -0.080  0.583  -0.084
H  -0.591  0.703  1.340  0.262
H  -2.253  -1.997  0.846  0.032
H  -0.323  1.169  -1.990  0.292
H  0.856  -0.772  -1.057  0.349
O  -0.089  -2.984  0.296  -0.584
H  2.070  1.203  -1.250  0.288
C  0.544  0.063  -0.369  -0.421
P  -0.860  -1.896  0.927  0.675
H  0.509  2.460  -2.537  0.249
H  -1.317  -1.440  3.007  0.299


Below is a 2-piece molecular cluster, C12H7F3N5O8S overall, with properties calculated with the ωB97M-V functional and the def2-TZVPD basis.

Results
Gap between HOMO and LUMO = 4.76 eV
Strongest force on any atom = 0.048 hartree/bohr
E = -55370.5474 eV
Charge = -1

Last column: Mulliken charge in e.
Positions of all 36 atoms, in Å:
C  1.460  -1.067  -1.412  0.313
O  -0.904  -4.661  -1.172  -0.583
C  0.722  -2.259  -1.481  0.896
C  -2.108  3.594  -0.559  0.471
F  3.690  -0.792  4.088  -0.215
O  -0.993  -4.319  0.986  -0.622
O  0.675  -0.570  3.525  -0.654
H  -4.570  1.621  -1.433  0.274
O  2.093  1.157  2.344  -0.593
O  1.305  2.553  -0.710  -0.721
C  1.678  -0.355  -0.238  -0.763
C  0.417  -2.089  0.949  -0.524
N  0.626  -2.720  -2.760  -0.588
F  4.116  -1.041  1.946  -0.227
C  1.186  -0.914  0.948  0.435
C  0.088  2.403  -0.620  0.132
H  2.182  0.607  -0.285  0.657
N  1.845  -0.758  -2.716  0.831
O  2.495  0.142  -3.207  -0.674
F  2.877  -2.523  3.006  -0.227
S  1.651  -0.200  2.532  1.173
N  -0.729  3.536  -0.595  -0.028
C  -2.729  2.280  -0.552  0.523
H  -2.328  0.180  -0.466  0.424
H  -4.561  1.617  0.333  0.284
C  -1.888  1.185  -0.516  -0.456
C  0.167  -2.778  -0.252  -0.825
C  -4.211  2.171  -0.550  -1.350
N  -0.619  -3.986  -0.165  0.941
O  1.307  -1.801  -3.521  -0.193
N  -0.572  1.202  -0.538  -0.175
H  -4.660  3.169  -0.549  0.317
C  3.189  -1.210  2.917  0.735
O  -2.682  4.685  -0.534  -0.783
H  0.006  -2.465  1.885  0.604
H  -0.221  4.405  -0.627  0.190


Below is C17H36BNPSi2 as an isolated structure, with properties calculated with the ωB97M-V functional and the def2-TZVPD basis.

Results
Gap between HOMO and LUMO = 5.36 eV
Strongest force on any atom = 0.033 hartree/bohr
E = -45427.6984 eV
Charge = -1

Last column: Mulliken charge in e.
Positions of all 58 atoms, in Å:
H  -7.488  3.140  1.626  0.350
H  -4.932  0.828  -1.361  0.254
H  4.533  -1.194  1.100  0.407
P  6.770  -1.970  -1.414  0.036
Si  -3.680  0.335  0.743  0.097
H  4.043  -2.890  1.124  0.353
H  -2.670  -1.930  1.058  0.251
H  6.083  -1.449  -3.759  0.314
H  -2.101  -1.194  -0.446  0.227
H  -2.477  2.280  1.798  0.335
H  -4.287  2.330  -0.668  0.320
H  0.093  1.443  -0.564  0.387
C  -7.349  0.592  3.427  -1.027
C  7.540  -0.725  -0.259  -1.092
H  -6.034  3.123  0.635  0.315
C  2.681  -1.322  -1.413  0.821
H  -2.034  0.748  2.577  0.277
H  7.838  -1.214  -3.447  0.390
C  3.722  -2.399  -1.697  -1.366
H  4.237  -0.470  -3.423  -0.096
H  5.782  -2.436  1.277  0.349
H  -6.956  -0.041  4.225  0.250
C  -2.982  -1.338  0.194  -0.955
H  -8.001  -0.012  2.790  0.251
C  0.805  0.670  -0.818  -0.797
H  3.188  0.824  -4.000  0.409
C  4.827  -2.207  0.800  -1.164
H  2.789  -0.872  -4.361  0.322
H  -7.956  1.382  3.885  0.263
H  -1.341  1.194  1.012  -0.089
H  -4.237  3.068  3.093  0.321
H  6.705  -0.026  -2.874  0.283
H  1.345  1.472  -2.676  0.296
H  7.068  0.252  -0.396  0.317
H  -3.220  1.241  -1.548  0.350
H  2.104  -2.148  0.433  0.278
H  3.259  -3.349  -1.391  0.287
Si  -5.935  1.339  2.410  0.145
B  5.007  -2.193  -0.781  0.239
C  1.001  -0.383  0.075  -0.809
C  -4.951  2.428  3.614  -1.071
H  7.454  -1.046  0.775  0.322
C  2.454  -0.302  -2.301  1.416
H  8.581  -0.607  -0.566  0.357
H  -7.288  1.893  0.385  0.249
N  -5.025  0.107  1.721  -0.194
C  -6.759  2.480  1.138  -1.068
C  3.201  -0.193  -3.609  -1.350
C  6.829  -1.100  -3.050  -1.062
C  1.526  0.661  -1.974  -0.654
H  -4.409  1.808  4.331  0.248
H  0.464  -0.500  1.005  0.443
C  1.928  -1.330  -0.259  -0.161
C  -2.252  1.227  1.620  -0.661
H  -5.623  3.088  4.178  0.353
H  3.927  -2.486  -2.764  0.522
C  -4.074  1.276  -0.857  -1.069
H  -3.723  -1.903  -0.375  0.282


Below is C33H78BF25N10O15P2S2 as an isolated structure, with properties calculated with the ωB97M-V functional and the def2-TZVPD basis.

Results
Gap between HOMO and LUMO = 0.33 eV
Strongest force on any atom = 0.129 hartree/bohr
E = -189921.0382 eV
Charge = +4

Last column: Mulliken charge in e.
Positions of all 166 atoms, in Å:
C  -5.426  -9.527  7.239  -0.686
N  0.725  0.523  13.842  -0.212
C  -11.364  3.282  0.070  0.500
H  -0.832  7.590  7.171  0.337
F  10.663  5.772  -6.266  -0.383
H  3.953  -15.466  2.035  0.378
C  7.553  -1.112  2.077  -0.723
H  2.412  -3.249  -7.909  0.241
C  6.899  -1.681  4.451  0.459
C  -0.384  1.585  13.557  -0.730
F  3.464  -6.102  -12.042  -0.294
N  -5.915  -3.611  -6.405  -0.110
H  -5.037  -11.308  8.515  0.385
C  -9.285  1.968  0.993  -0.752
H  -8.217  -5.043  -6.908  0.369
H  1.089  -1.050  11.615  0.367
O  1.475  -2.975  -12.581  -0.910
C  8.192  -1.675  5.221  -0.963
H  -1.076  1.814  14.368  0.346
F  -1.712  -1.829  3.579  -0.232
H  -5.692  -9.548  6.182  0.337
F  1.522  0.689  -1.195  -0.229
F  10.405  3.784  3.898  -0.411
C  -6.202  -4.455  -7.599  0.440
O  -7.591  -11.666  6.637  -0.417
H  2.137  2.209  -9.641  0.373
H  -2.421  8.046  3.642  0.386
H  8.047  -1.595  6.298  0.317
H  -0.046  8.130  5.887  0.389
F  4.444  -4.340  -12.584  -0.271
F  9.497  3.731  -5.463  -0.353
H  8.797  -0.820  4.922  0.375
H  1.203  3.615  -8.876  0.324
H  3.366  -11.119  0.270  0.343
O  -3.235  8.106  6.426  -0.380
F  9.046  5.290  4.842  -0.436
H  8.511  -1.576  2.310  0.318
C  -2.309  3.100  -8.943  -1.086
H  -4.393  -5.089  -5.640  0.313
F  0.911  2.840  -1.311  -0.212
H  0.106  1.021  -9.967  0.384
H  6.808  9.774  -0.287  0.362
N  -5.533  -11.006  7.688  -0.167
O  -1.449  1.059  -7.994  -0.442
O  6.008  -2.355  4.828  -0.400
C  -2.288  8.255  5.696  0.521
C  3.201  -3.883  -8.314  -1.201
F  8.966  6.932  -5.760  -0.357
F  -4.882  6.772  -1.300  -0.374
O  2.677  1.409  12.857  -0.390
C  1.418  1.892  -0.475  0.558
N  -0.037  1.991  -9.724  -0.161
H  -6.130  -8.899  7.786  0.299
H  -9.392  2.529  1.921  0.330
C  -1.316  1.984  -8.777  0.627
H  -8.671  -11.320  8.973  0.329
H  8.852  -2.530  5.078  0.310
O  0.141  0.307  4.527  -0.648
F  2.493  2.320  -0.007  -0.171
H  -1.682  9.414  4.061  0.399
O  4.936  -13.217  1.800  -0.380
F  -5.992  6.564  -3.152  -0.381
O  5.287  12.346  -3.444  -0.403
O  2.629  -3.622  -10.664  -0.235
P  9.114  5.307  -5.741  1.132
H  -0.343  2.568  -10.495  0.353
H  -8.259  1.839  0.649  0.372
H  4.975  11.446  -0.488  0.359
H  1.402  1.906  -8.221  0.373
H  -8.101  -4.135  -8.358  0.346
H  -7.703  -5.840  -8.299  0.357
O  -1.625  1.125  3.157  -0.543
C  1.868  0.479  12.827  0.618
N  0.881  0.636  1.933  -0.468
H  -12.138  5.195  -0.718  0.314
H  -7.571  -10.016  9.387  0.357
C  3.212  -11.368  1.320  -1.032
C  -0.712  -1.499  2.766  0.667
H  1.739  -5.083  -9.319  0.278
O  -1.055  1.120  0.307  -0.631
C  4.847  11.478  -2.675  0.609
F  -0.991  -1.672  1.460  -0.223
H  -6.176  -5.102  -5.178  0.363
F  -3.769  6.580  -3.115  -0.341
H  -0.934  6.599  5.716  0.324
C  -7.016  -11.404  7.714  0.511
S  -0.385  0.362  3.176  0.920
H  -9.429  3.627  -0.398  0.387
H  1.884  -14.029  1.853  0.374
H  -3.849  9.857  3.025  0.382
C  2.011  -0.870  12.168  -1.067
H  5.542  8.973  -1.252  0.306
H  3.442  -5.363  -9.797  0.254
H  -11.934  5.213  1.032  0.301
H  0.175  2.491  13.325  0.346
P  -4.892  7.633  -2.667  1.144
F  -5.090  8.331  -4.137  -0.351
H  -5.058  -11.646  7.068  0.351
C  1.259  2.548  -9.090  -0.811
C  3.754  -12.853  1.568  0.612
O  -0.030  2.974  1.588  -0.648
F  -6.135  8.473  -2.065  -0.352
C  2.121  -4.074  -11.947  -0.059
H  1.379  -4.852  -11.768  0.188
F  10.501  5.881  3.078  -0.381
H  -10.038  2.185  -1.034  0.345
N  6.706  -0.686  3.348  -0.181
F  0.278  -2.354  3.007  -0.237
C  -0.987  7.621  6.093  -1.070
H  1.048  0.582  14.797  0.350
C  -3.782  9.577  4.076  -0.804
H  -4.638  9.008  4.439  0.321
F  7.563  5.011  -5.471  -0.348
H  2.469  -16.072  1.381  0.333
H  -1.944  4.104  -8.726  0.369
S  0.142  1.659  0.941  1.099
H  2.123  -11.322  1.314  0.343
N  5.555  11.242  -1.289  -0.167
H  6.192  12.021  -1.213  0.365
H  4.091  -3.284  -8.505  0.325
H  3.569  -10.530  1.918  0.341
F  -3.779  8.713  -2.187  -0.346
H  7.590  -0.283  1.370  0.357
N  -9.931  2.769  -0.217  -0.154
B  9.701  4.932  3.643  0.598
H  -7.153  -11.643  9.894  0.388
O  -5.315  -4.776  -8.408  -0.403
H  3.168  10.856  -3.807  0.315
H  5.723  -0.582  3.138  0.354
H  -5.328  -2.856  -6.728  0.374
H  -10.573  5.349  -0.003  0.358
H  3.369  -4.734  -7.654  0.388
F  9.533  5.477  -4.194  -0.344
C  -7.618  -11.065  9.095  -1.027
H  -3.575  10.528  4.566  0.361
N  2.698  -13.946  1.262  -0.217
F  8.588  5.096  -7.263  -0.348
C  -5.285  -4.513  -5.396  -0.757
H  6.795  9.820  -2.073  0.429
C  -11.522  4.824  0.101  -0.921
H  2.848  -0.896  11.471  0.324
H  3.028  10.545  -1.993  0.365
C  -7.576  -4.893  -7.776  -1.018
H  6.913  0.251  3.660  0.407
H  6.883  -1.904  1.743  0.369
H  -2.537  3.190  -10.005  0.391
H  -3.160  2.898  -8.293  0.299
F  3.100  -5.278  -13.957  -0.275
H  2.424  -13.793  0.302  0.369
N  -2.455  8.810  4.302  -0.165
H  -4.424  -9.108  7.332  0.341
F  8.678  4.611  2.866  -0.370
C  3.289  -15.385  1.174  -0.812
H  -5.058  -3.990  -4.467  0.351
H  2.175  -1.654  12.907  0.354
H  3.980  -15.638  0.370  0.346
C  6.179  9.854  -1.174  -0.839
H  0.276  -0.347  14.091  0.368
O  -12.287  2.509  0.368  -0.418
C  3.280  -4.923  -12.681  0.717
H  -9.837  1.029  1.030  0.338
H  -0.904  1.214  12.674  0.328
C  3.662  10.565  -2.880  -1.050
H  -6.730  -3.104  -6.091  0.374
C  2.676  -4.610  -9.612  -0.140
H  3.904  9.509  -2.998  0.350